(1)
# C2H2FLi2O

A molecular structure, C2H2FLi2O in a non-equilibrium geometry (ωB97M-V with the def2-TZVPD basis set, the OMol25 dataset).

```
8
Properties=species:S:1:pos:R:3:forces:R:3:mulliken_charge:R:1
C 0.9007 0.6309 0.4009 2.219 -2.677 -3.264 -0.457
F 0.1512 1.6675 0.8170 -1.512 0.336 0.666 -0.315
H 1.9582 0.7798 0.5631 -0.086 0.177 0.048 0.325
C 0.4031 -0.3321 -0.4670 0.192 2.018 3.659 0.356
O -0.9181 -0.4771 -0.4652 -1.835 -0.275 -0.506 -1.002
Li -1.5736 0.7552 0.8233 0.366 0.178 -0.303 0.881
Li -1.9057 -1.8856 -0.7819 0.141 -0.012 -0.251 0.910
H 0.9842 -1.1386 -0.8902 0.516 0.254 -0.050 0.304
```
Forces are in eV/Å.

Properties
Energy relative to the best compared isomer or geometry (same formula, charge and spin)   0.00 kcal per mole
F_max   4.8 eV Å⁻¹
E_HOMO   -12.247 eV
Multiplicity   1
E   -7276.100 eV
Charge   +1

=====

(2)
# C4H8NO2

A gas-phase ion, C4H8NO2 (charge +1) in a non-equilibrium geometry (ωB97M-V with the def2-TZVPD basis set, the OMol25 dataset).

```
15
Properties=species:S:1:pos:R:3:forces:R:3:mulliken_charge:R:1
C -1.1470 0.0917 1.0066 0.953 0.047 -0.206 -0.768
C -0.6584 -0.4628 2.1163 1.634 0.369 -1.135 0.168
C 1.2901 -0.0378 0.4039 -2.156 -3.455 3.498 0.043
C -0.2655 -0.1435 -1.2919 -1.329 -1.308 -0.914 -0.889
N -0.0407 0.4464 0.0467 1.536 1.042 0.236 0.045
O 0.5959 -0.6873 2.2128 2.183 0.138 -1.924 -0.542
O 2.1919 0.8514 0.6087 1.574 -1.220 -0.155 -0.350
H -1.9572 0.7346 0.9469 -1.621 0.679 -0.427 0.395
H -1.1914 -0.7568 2.9526 -1.573 -0.360 1.531 0.512
H 1.4418 -1.1339 0.1005 0.360 1.958 0.327 0.368
H -0.3295 -1.3131 -1.1906 0.078 2.432 -0.102 0.393
H -1.2473 0.2592 -1.6161 0.733 -0.469 -0.204 0.358
H 0.5597 0.1591 -1.9486 -0.373 -0.131 -0.053 0.378
H 0.1268 1.4897 0.0238 -0.784 -0.912 -0.334 0.424
H 3.0727 0.3646 0.7342 -1.217 1.191 -0.137 0.466
```
Forces are in eV/Å.

Properties
Energy relative to the best compared isomer or geometry (same formula, charge and spin)   91.06 kcal per mole
F_max   5.4 eV Å⁻¹
E_HOMO   -13.263 eV
Multiplicity   1
E   -9852.382 eV
Charge   +1

=====

(3)
# C12H24NbO2

A molecular structure, C12H24NbO2 in a non-equilibrium geometry (ωB97M-V with the def2-TZVPD basis set, the OMol25 dataset).

```
39
Properties=species:S:1:pos:R:3:forces:R:3:mulliken_charge:R:1
C 1.1239 -2.7503 -0.2130 -0.934 1.113 -0.263 -0.999
C 1.2479 -1.7324 -1.5187 0.341 2.174 -2.966 0.423
C 2.5519 -0.7671 -1.8265 -4.196 -0.277 -2.589 -0.469
C 2.4957 0.2309 -3.1514 -1.942 -1.436 0.398 -0.341
C 1.2406 0.3163 -4.2134 -0.874 -3.384 3.903 -0.417
C -0.0542 -0.6674 -3.9059 3.926 0.258 2.440 -0.367
C -0.0138 -1.6629 -2.5699 1.175 1.047 -0.878 0.693
C -1.3994 -2.5737 -2.3487 2.235 -0.131 -0.871 -1.283
Nb -2.9265 -1.0729 -1.4447 0.616 -0.683 -0.982 -0.764
H 1.8728 -2.4752 0.6592 -1.299 -0.584 -2.066 0.263
H 0.0337 -2.5518 0.2310 2.284 -0.510 -0.980 0.193
H 1.1907 -3.8897 -0.5096 0.010 2.388 0.513 0.300
H 3.4571 -0.8259 -1.0869 -1.837 0.346 -1.742 0.262
H 3.4304 0.9436 -3.3538 -2.257 -1.775 0.547 0.213
H 1.1824 1.0365 -5.1428 0.430 -1.561 2.209 0.260
H -1.0108 -0.6728 -4.5995 2.243 0.019 1.729 0.223
H -1.2176 -3.5030 -1.6615 -0.103 1.736 -1.267 0.268
H -1.7436 -2.9771 -3.4059 0.695 0.897 2.053 0.384
H -2.9140 -1.9880 0.1184 0.224 -0.004 0.728 0.020
H -1.4764 -0.1036 -0.8447 -0.119 0.299 0.297 0.180
H -2.7968 -0.0738 -2.9882 0.080 0.385 -0.015 -0.005
H -4.3444 -2.0087 -2.0778 -0.712 -0.234 -0.207 0.000
H -4.0198 0.2018 -0.6974 0.048 -0.002 0.115 0.007
C 1.1319 0.5096 4.0556 0.234 0.133 -0.274 -0.751
O 1.4908 1.0376 2.7828 -0.301 -0.079 0.490 -0.403
C 0.4316 0.9190 1.8284 0.162 0.487 -0.327 -0.097
C -0.3078 2.2493 1.6509 -0.340 -0.624 0.017 -0.562
O -1.0121 2.6152 2.8415 0.544 0.324 0.237 -0.356
C -0.3164 3.6005 3.5985 -0.349 -0.273 -0.085 -0.740
H 1.8671 0.8522 4.7881 0.020 -0.014 -0.130 0.250
H 0.1421 0.8455 4.3755 -0.005 -0.028 -0.070 0.325
H 1.1563 -0.5837 4.0191 -0.102 -0.060 0.099 0.312
H -0.2614 0.1173 2.1106 0.001 0.171 -0.028 0.314
H 0.8920 0.6431 0.8741 -0.118 0.000 0.007 0.138
H -1.0570 2.1314 0.8613 0.100 -0.083 0.031 0.309
H 0.3807 3.0453 1.3437 0.046 -0.093 0.111 0.338
H -0.4268 4.5779 3.1196 0.109 0.107 0.022 0.317
H 0.7442 3.3612 3.7072 0.008 -0.014 -0.059 0.320
H -0.7650 3.6459 4.5950 -0.044 -0.036 -0.144 0.239
```
Forces are in eV/Å.

Properties
F_max   5.2 eV Å⁻¹
E_HOMO   -4.241 eV
Multiplicity   1
E   -18462.588 eV
Charge   -1

=====

(4)
# C4H10O3

3 unconnected molecules or ions with the total composition C4H10O3 (ωB97M-V with the def2-TZVPD basis set, the OMol25 dataset).

```
17
Properties=species:S:1:pos:R:3:forces:R:3:mulliken_charge:R:1
C 0.0559 1.4384 0.5177 0.184 -0.601 -0.151 -0.102
C -0.3763 -0.7716 0.1707 -0.121 0.345 0.077 0.481
C 0.9108 -0.4048 -0.1401 -0.004 0.303 0.081 -0.550
C -1.4943 -0.8408 -0.8067 0.012 0.042 -0.048 -1.299
O 0.8338 2.3564 -0.1773 -0.050 -0.214 0.146 -0.502
O 0.3293 1.3842 1.8807 -0.023 0.080 -0.179 -0.512
O 0.9835 -2.4302 -0.2978 -0.091 0.256 -0.125 -0.812
H 1.7665 2.1672 -0.0080 -0.063 0.008 0.004 0.352
H 0.2289 2.2699 2.2632 0.002 -0.090 -0.077 0.307
H 0.8613 -2.7134 -1.2155 0.050 -0.018 0.117 0.220
H -0.9809 1.6742 0.2763 0.017 -0.021 0.034 0.348
H -0.5875 -1.0159 1.2035 0.031 -0.009 0.007 0.374
H 1.6746 -0.3893 0.6216 -0.020 -0.039 0.024 0.402
H 1.1723 -0.1132 -1.1473 -0.036 -0.033 -0.007 0.215
H -2.3103 -0.1724 -0.5139 0.054 -0.033 0.019 0.397
H -1.1704 -0.5842 -1.8155 0.019 -0.012 0.052 0.307
H -1.8969 -1.8545 -0.8116 0.040 0.037 0.025 0.373
```
Forces are in eV/Å.

Properties
Energy relative to the best compared isomer or geometry (same formula, charge and spin)   129.69 kcal per mole
F_max   0.6 eV Å⁻¹
E_HOMO (spin up / spin down)   -7.429 / -7.430 eV
Multiplicity   1
E   -10447.620 eV
Charge   0